--- P ---
{"formula": "C3H6N2S2", "method": "ωB97M-V with the def2-TZVPD basis set", "species": ["H", "N", "C", "N", "C", "S", "C", "S", "H", "H", "H", "H", "H"], "positions_angstrom": [[1.437, -1.095, -1.786], [1.428, -0.205, -1.250], [0.267, -0.150, -0.738], [-0.034, 0.739, 0.280], [1.012, 1.652, 0.722], [-1.136, -1.181, -1.344], [-1.770, -1.922, 0.091], [-3.105, -2.814, 0.081], [-0.954, 1.112, 0.383], [1.878, 1.053, 1.037], [0.723, 2.191, 1.619], [1.430, 2.376, -0.075], [-1.176, -1.757, 0.981]], "homo_lumo_gap_ev": 8.5, "smiles": "[H]/N=C(/NC)SC=S", "homo_ha": -0.3296, "lumo_ev": -0.43}

***

--- Q ---
{"formula": "C3H6N2S2", "method": "ωB97M-V with the def2-TZVPD basis set", "species": ["C", "C", "C", "H", "H", "H", "H", "H", "H", "N", "N", "S", "S"], "positions_angstrom": [[-0.415, -1.413, -0.410], [-1.038, -0.752, 0.814], [1.708, 1.925, 0.498], [-0.170, 0.202, -1.510], [-1.667, -0.448, -1.749], [-0.832, -2.457, -0.444], [0.690, -1.552, -0.176], [2.563, 1.999, -0.128], [1.609, 2.654, 1.279], [-0.685, -0.661, -1.624], [0.846, 1.023, 0.254], [-2.278, -1.220, 1.750], [-0.331, 0.700, 1.446]], "homo_lumo_gap_ev": 8.5, "homo_ha": -0.3207, "lumo_ev": -0.27}

***

What should be chosen as the least stable of them? Choose Q.

***

--- P ---
{"formula": "C3H6N2S2", "method": "ωB97M-V with the def2-TZVPD basis set", "species": ["C", "N", "N", "C", "S", "S", "C", "H", "H", "H", "H", "H", "H"], "positions_angstrom": [[-2.769, 0.170, -0.131], [-2.188, -0.961, -0.118], [-0.906, -1.169, 0.044], [0.104, -0.341, -0.075], [-0.239, 1.298, -0.298], [1.740, -0.971, -0.345], [2.689, 0.517, 0.150], [-3.917, 0.064, -0.168], [-2.311, 1.156, 0.344], [-0.543, -2.239, -0.055], [2.113, 1.168, 0.873], [3.739, 0.166, 0.477], [2.487, 1.141, -0.697]], "homo_lumo_gap_ev": 8.4, "smiles": "C=NNC(=S)SC", "homo_ha": -0.2991, "lumo_ev": 0.22}

***

--- Q ---
{"formula": "C3H6N2S2", "method": "ωB97M-V with the def2-TZVPD basis set", "species": ["C", "C", "C", "N", "N", "S", "S", "H", "H", "H", "H", "H", "H"], "positions_angstrom": [[-0.172, 0.296, -0.410], [3.286, 1.665, 0.692], [-1.392, -1.699, -0.632], [-1.331, -0.277, -0.421], [0.804, 0.828, -0.599], [-3.853, -0.175, 1.239], [-2.707, 0.659, -0.104], [2.436, 2.290, 0.611], [3.158, 0.878, 1.377], [4.177, 1.818, 0.156], [-2.270, -1.968, -0.117], [-0.628, -2.255, -0.121], [-1.510, -2.060, -1.671]], "homo_lumo_gap_ev": [9.6, 5.7], "homo_ha": [-0.3347, -0.2939], "lumo_ev": [0.45, -2.32]}

***

--- R ---
{"formula": "C3H6N2S2", "method": "ωB97M-V with the def2-TZVPD basis set", "species": ["C", "N", "C", "S", "C", "N", "S", "H", "H", "H", "H", "H", "H"], "positions_angstrom": [[-0.492, 1.962, -0.123], [-0.106, 0.484, -0.290], [-0.972, -0.533, 0.026], [-2.675, -0.532, 0.069], [1.230, 0.124, -0.030], [1.900, 1.265, 0.175], [1.834, -1.364, -0.048], [0.003, 2.364, 0.871], [-0.144, 2.627, -0.921], [-1.799, 2.161, -0.013], [-0.320, -1.469, 0.415], [1.697, 2.110, 0.587], [2.860, 0.971, 0.292]], "homo_lumo_gap_ev": 8.2, "smiles": "CN(C=S)C(N)=S", "homo_ha": -0.3087, "lumo_ev": -0.22}

***

What should be chosen as the least stable of them? Choose Q.

***

--- P ---
{"formula": "C3H10OS", "method": "ωB97M-V with the def2-TZVPD basis set", "species": ["C", "S", "C", "H", "H", "H", "H", "H", "H", "C", "O", "H", "H", "H", "H"], "positions_angstrom": [[2.729, 0.029, -0.513], [1.184, -0.520, 0.241], [0.569, 1.024, 0.921], [3.565, -0.094, 0.172], [2.657, 1.082, -0.775], [2.938, -0.522, -1.422], [-0.285, 0.753, 1.535], [1.325, 1.463, 1.576], [0.255, 1.728, 0.159], [-2.807, -0.909, -0.161], [-1.912, -0.134, -0.946], [-2.315, -1.758, 0.316], [-3.240, -0.286, 0.622], [-3.615, -1.293, -0.783], [-1.045, -0.563, -0.942]], "homo_lumo_gap_ev": 9.7, "smiles": "CSC.CO", "homo_ha": -0.3228, "lumo_ev": 0.91}

***

--- Q ---
{"formula": "C3H10OS", "method": "ωB97M-V with the def2-TZVPD basis set", "species": ["C", "C", "C", "S", "H", "H", "H", "H", "H", "H", "H", "H", "O", "H", "H"], "positions_angstrom": [[-0.370, -2.599, -0.049], [0.207, -1.108, -0.020], [-0.571, -0.150, 0.908], [0.470, 1.288, 1.502], [0.287, -3.145, -0.788], [-0.152, -3.123, 0.979], [-1.409, -2.762, -0.303], [-0.043, -0.884, -1.075], [1.243, -1.236, 0.234], [-1.500, -0.031, 0.317], [-0.687, -0.512, 1.948], [0.801, 1.776, 0.270], [0.799, 4.113, -1.607], [1.061, 4.532, -0.695], [-0.137, 3.841, -1.621]], "homo_lumo_gap_ev": 9.8, "smiles": "CCCS.O", "homo_ha": -0.3358, "lumo_ev": 0.66}

***

--- R ---
{"formula": "C3H10OS", "method": "ωB97M-V with the def2-TZVPD basis set", "species": ["C", "C", "S", "H", "H", "H", "H", "H", "H", "C", "O", "H", "H", "H", "H"], "positions_angstrom": [[-2.058, -1.220, -1.201], [-1.034, -0.254, -0.546], [-0.451, -0.942, 1.057], [-2.815, -1.644, -0.520], [-1.785, -2.129, -1.679], [-2.647, -0.719, -1.962], [-0.128, -0.113, -1.256], [-1.434, 0.768, -0.351], [0.282, -1.821, 0.328], [1.916, 1.714, 1.107], [2.520, 0.564, 0.541], [0.927, 1.797, 0.854], [2.217, 1.664, 2.155], [2.404, 2.649, 0.809], [2.086, -0.315, 0.664]], "homo_lumo_gap_ev": 10.1, "smiles": "CCS.CO", "homo_ha": -0.3437, "lumo_ev": 0.76}

***

What should be chosen as the least stable of them? Choose R.

***

--- P ---
{"formula": "C17H20N2O4", "method": "ωB97M-V with the def2-TZVPD basis set", "species": ["C", "C", "C", "C", "N", "C", "O", "O", "C", "C", "C", "C", "C", "C", "O", "C", "C", "C", "C", "C", "N", "O", "C", "H", "H", "H", "H", "H", "H", "H", "H", "H", "H", "H", "H", "H", "H", "H", "H", "H", "H", "H", "H"], "positions_angstrom": [[3.316, 1.015, -5.885], [3.049, 1.242, -4.336], [1.662, 1.924, -4.065], [0.506, 1.030, -4.272], [0.630, -0.124, -3.315], [-0.243, -0.393, -2.259], [-1.091, 0.440, -2.039], [-0.150, -1.583, -1.713], [-0.635, -1.935, -0.532], [-0.826, -3.303, -0.279], [-1.364, -3.673, 0.934], [-1.564, -2.701, 1.948], [-1.141, -1.393, 1.798], [-1.018, -0.374, 2.869], [-0.268, 0.820, 2.639], [-0.036, 1.384, 3.849], [0.899, 2.431, 4.213], [-0.917, 0.931, 4.741], [-1.600, -0.137, 4.077], [-2.677, -0.895, 4.794], [-3.687, -0.203, 5.476], [-2.923, -2.151, 4.772], [-0.656, -1.031, 0.506], [4.422, 0.894, -5.979], [3.145, 1.860, -6.455], [2.759, 0.143, -6.360], [3.760, 1.928, -3.930], [3.247, 0.435, -3.631], [1.364, 2.750, -4.657], [1.581, 2.222, -3.008], [0.276, 0.600, -5.283], [-0.466, 1.563, -3.991], [0.991, -0.932, -3.812], [-0.723, -3.997, -1.095], [-1.595, -4.724, 0.989], [-2.002, -3.053, 2.911], [0.767, 2.765, 5.209], [1.839, 1.838, 4.136], [0.859, 3.250, 3.439], [-1.112, 1.156, 5.746], [-4.599, -0.708, 5.839], [-3.470, 0.754, 5.771], [-0.309, -0.066, 0.240]], "homo_lumo_gap_ev": 8.5, "smiles": "CCCCNC(=O)Oc1cccc(-c2oc(C)cc2C(N)=O)c1", "homo_ha": -0.2959, "lumo_ev": 0.42}

***

--- Q ---
{"formula": "C17H20N2O4", "method": "ωB97M-V with the def2-TZVPD basis set", "species": ["O", "C", "C", "C", "N", "C", "C", "C", "C", "C", "C", "C", "O", "N", "C", "C", "C", "C", "C", "C", "O", "C", "O", "H", "H", "H", "H", "H", "H", "H", "H", "H", "H", "H", "H", "H", "H", "H", "H", "H", "H", "H", "H"], "positions_angstrom": [[-1.066, -1.453, 2.486], [-0.440, -1.527, 1.465], [0.996, -1.964, 1.298], [1.346, -1.686, -0.168], [2.205, -0.515, -0.254], [2.220, 0.235, -1.498], [1.890, 1.712, -1.247], [2.495, 2.245, 0.053], [3.942, 1.808, 0.297], [4.039, 0.482, 1.052], [3.546, -0.732, 0.259], [-0.017, -1.428, -0.808], [-0.266, -1.382, -1.984], [-0.942, -1.258, 0.200], [-2.289, -0.872, -0.032], [-3.029, -1.509, -1.016], [-4.349, -1.145, -1.267], [-4.884, -0.143, -0.494], [-4.134, 0.492, 0.499], [-2.829, 0.153, 0.751], [-4.901, 1.447, 1.106], [-6.162, 1.391, 0.473], [-6.140, 0.396, -0.529], [1.621, -1.398, 1.988], [1.073, -3.021, 1.559], [1.793, -2.568, -0.666], [3.211, 0.161, -1.964], [1.506, -0.172, -2.215], [0.806, 1.841, -1.203], [2.258, 2.292, -2.095], [2.444, 3.336, 0.027], [1.885, 1.910, 0.894], [4.479, 1.742, -0.650], [4.442, 2.568, 0.903], [5.079, 0.301, 1.334], [3.454, 0.566, 1.970], [4.252, -0.940, -0.562], [3.556, -1.604, 0.918], [-2.574, -2.289, -1.604], [-4.930, -1.631, -2.032], [-2.256, 0.641, 1.519], [-6.390, 2.368, 0.018], [-6.938, 1.148, 1.217]], "homo_lumo_gap_ev": 9.0, "smiles": "O=C1C[C@H](N2CCCCCC2)C(=O)N1c1ccc2c(c1)OCO2", "homo_ha": -0.3005, "lumo_ev": 0.82}

***

What should be chosen as the least stable of them? Choose P.

***

--- P ---
{"formula": "CH2NOS3", "method": "ωB97M-V with the def2-TZVPD basis set", "species": ["C", "N", "O", "S", "S", "S", "H", "H"], "positions_angstrom": [[-0.581, -0.103, 0.275], [0.723, -0.211, 0.112], [1.400, -1.489, 0.085], [1.710, 1.152, 0.073], [-0.876, 1.705, 0.117], [-1.777, -1.221, 0.101], [-2.187, 1.783, 0.102], [1.588, -1.616, -0.865]], "homo_lumo_gap_ev": 6.6, "charge": -1, "homo_ha": -0.1164, "lumo_ev": 3.46}

***

--- Q ---
{"formula": "CH2NOS3", "method": "ωB97M-V with the def2-TZVPD basis set", "species": ["N", "S", "S", "C", "O", "S", "H", "H"], "positions_angstrom": [[-1.649, 0.185, -0.433], [-0.871, 1.378, 0.533], [1.048, 1.118, -0.103], [1.778, -0.669, 0.311], [1.286, -1.310, 1.155], [3.008, -0.854, -0.774], [-2.148, -0.497, 0.114], [-2.451, 0.649, -0.804]], "homo_lumo_gap_ev": 7.0, "smiles": "NSSC([O-])=S", "charge": -1, "homo_ha": -0.1401, "lumo_ev": 3.16}

***

What should be chosen as the least stable of them? Choose P.

***

--- P ---
{"formula": "H4NPS", "method": "ωB97M-V with the def2-TZVPD basis set", "species": ["N", "P", "S", "H", "H", "H", "H"], "positions_angstrom": [[-0.827, -0.640, -0.036], [0.389, 0.519, -0.063], [2.183, -0.183, -0.019], [-0.710, -1.207, 0.795], [-0.982, -1.391, -0.701], [-0.002, 1.632, -0.995], [-0.052, 1.271, 1.019]], "homo_lumo_gap_ev": 9.9, "smiles": "N[PH2]=S", "homo_ha": -0.3314, "lumo_ev": 0.91}

***

--- Q ---
{"formula": "H4NPS", "method": "ωB97M-V with the def2-TZVPD basis set", "species": ["N", "P", "S", "H", "H", "H", "H"], "positions_angstrom": [[1.673, -0.164, -0.073], [-1.217, 0.127, -0.943], [-2.037, -0.441, 0.836], [2.134, 0.621, -0.636], [1.362, -0.840, -0.824], [0.512, 0.040, 0.160], [-2.428, 0.657, 1.482]], "homo_lumo_gap_ev": [6.6, 6.6], "homo_ha": [-0.2990, -0.2994], "lumo_ev": [-1.56, -1.57]}

***

--- R ---
{"formula": "H4NPS", "method": "ωB97M-V with the def2-TZVPD basis set", "species": ["N", "P", "S", "H", "H", "H", "H"], "positions_angstrom": [[-0.841, 0.852, 0.564], [-0.249, -0.467, -1.069], [1.386, -1.494, -0.312], [-1.113, 0.150, 1.299], [-1.608, 1.360, 0.296], [-1.015, -1.610, -0.906], [2.138, -0.483, -0.112]], "homo_lumo_gap_ev": 9.4, "smiles": "NPS", "homo_ha": -0.3280, "lumo_ev": 0.46}

***

What should be chosen as the least stable of them? Choose Q.

***

--- P ---
{"formula": "C3H7N2O", "method": "ωB97M-V with the def2-TZVPD basis set", "species": ["C", "N", "C", "N", "C", "O", "H", "H", "H", "H", "H", "H", "H"], "positions_angstrom": [[-0.735, 1.825, 0.135], [0.079, 0.606, 0.523], [0.204, -0.584, -0.071], [-0.489, -0.963, -1.081], [1.365, -1.510, 0.445], [1.409, -1.747, 1.631], [-1.496, 1.569, -0.493], [-1.228, 2.171, 1.181], [-0.050, 2.586, -0.260], [0.728, 0.586, 1.301], [-0.379, -1.860, -1.529], [-1.405, -0.704, -1.419], [1.996, -1.974, -0.364]], "homo_lumo_gap_ev": 10.5, "smiles": "CNC(=[NH2+])C=O", "charge": 1, "homo_ha": -0.5618, "lumo_ev": -4.76}

***

--- Q ---
{"formula": "C3H7N2O", "method": "ωB97M-V with the def2-TZVPD basis set", "species": ["N", "C", "C", "O", "C", "N", "H", "H", "H", "H", "H", "H", "H"], "positions_angstrom": [[-1.874, -0.821, -0.124], [-0.632, -0.337, -0.124], [0.579, -1.363, 0.032], [1.751, -1.143, -0.128], [-0.322, 0.977, -0.086], [1.245, 1.245, -0.043], [-1.940, -1.829, -0.166], [-2.697, -0.299, 0.157], [0.239, -2.273, 0.409], [-0.830, 1.846, 0.248], [1.407, 1.588, -0.971], [1.753, 0.305, 0.168], [1.321, 2.103, 0.628]], "homo_lumo_gap_ev": 8.8, "smiles": "N/C(C=O)=C/[NH3+]", "charge": 1, "homo_ha": -0.5004, "lumo_ev": -4.77}

***

What should be chosen as the least stable of them? Choose Q.

***

--- P ---
{"formula": "C3H7N2O", "method": "ωB97M-V with the def2-TZVPD basis set", "species": ["C", "C", "N", "C", "N", "H", "H", "H", "H", "H", "H", "H", "O"], "positions_angstrom": [[0.850, -0.359, 0.603], [1.816, -0.426, -0.421], [1.140, -0.483, -1.548], [-0.188, -0.553, -1.304], [-0.316, -0.206, 0.033], [1.081, -0.342, 1.731], [2.900, -0.737, -0.543], [1.367, -0.606, -2.492], [-0.920, -0.897, -1.978], [-1.036, 0.472, 0.393], [-2.336, 1.157, 2.593], [-2.324, 1.948, 1.338], [-2.034, 1.030, 1.596]], "homo_lumo_gap_ev": 10.1, "charge": 1, "homo_ha": -0.5122, "lumo_ev": -3.80}

***

--- Q ---
{"formula": "C3H7N2O", "method": "ωB97M-V with the def2-TZVPD basis set", "species": ["C", "N", "C", "C", "N", "O", "H", "H", "H", "H", "H", "H", "H"], "positions_angstrom": [[0.758, 1.577, -0.574], [-0.016, 0.620, 0.266], [0.501, -0.595, 0.320], [-0.135, -1.732, 1.090], [1.477, -0.907, -0.579], [2.627, -0.998, -0.564], [1.073, 1.053, -1.463], [1.724, 1.931, -0.041], [0.265, 2.526, -0.845], [-0.885, 0.863, 0.622], [-0.626, -1.589, 2.076], [0.609, -2.608, 1.316], [-1.004, -2.030, 0.437]], "homo_lumo_gap_ev": [8.8, 8.8], "smiles": "C/[NH+]=C(/C)N=O", "charge": 1, "homo_ha": [-0.5471, -0.5471], "lumo_ev": [-6.09, -6.09]}

***

--- R ---
{"formula": "C3H7N2O", "method": "ωB97M-V with the def2-TZVPD basis set", "species": ["N", "N", "C", "O", "C", "C", "H", "H", "H", "H", "H", "H", "H"], "positions_angstrom": [[0.972, 1.218, -0.264], [-0.015, 0.222, -0.129], [-1.450, 0.715, 0.182], [-2.303, 0.378, -0.528], [0.316, -0.911, 0.743], [0.309, -0.987, -0.753], [1.110, 1.734, 0.592], [0.925, 1.501, -1.230], [-1.431, 1.232, 1.087], [-0.593, -1.299, 1.205], [1.200, -0.983, 1.381], [1.346, -1.187, -1.118], [-0.387, -1.634, -1.167]], "homo_lumo_gap_ev": 11.1, "smiles": "N[N+]1(C=O)CC1", "charge": 1, "homo_ha": -0.5650, "lumo_ev": -4.27}

***

What should be chosen as the least stable of them? Choose Q.